[1]
Density functional theory data (wB97M-V/def2-TZVPD) for a structure of composition C50H40FN7O7PS2Zr.

Last column: Löwdin charge in e.
CARTESIAN COORDINATES (ANGSTROEM)
Zr (0.03218, 0.33401, -0.51024)  1.845
O (0.53949, 0.72786, 3.48814)  0.103
C (0.61453, 1.11702, 2.34831)  -0.536
O (-0.28419, 0.93697, 1.41328)  -0.288
C (1.82485, 1.88114, 1.85606)  -0.175
C (2.91994, 2.05814, 2.73022)  0.025
C (4.05264, 2.62041, 2.23454)  0.014
C (4.08921, 3.02586, 0.87843)  -0.150
C (5.25050, 3.58282, 0.28675)  -0.024
C (5.24833, 3.95366, -1.02559)  -0.071
C (4.07511, 3.79962, -1.80231)  -0.059
C (2.94363, 3.26840, -1.25463)  -0.009
C (2.92919, 2.85207, 0.09917)  -0.189
N (1.80040, 2.26156, 0.60620)  0.153
H (2.82863, 1.71155, 3.74922)  0.125
H (4.93183, 2.75392, 2.85401)  0.127
H (6.13383, 3.71588, 0.89975)  0.118
H (6.13582, 4.38571, -1.46963)  0.106
H (4.07254, 4.11478, -2.83846)  0.109
H (2.04464, 3.14312, -1.83888)  0.094
N (-3.00723, 1.34580, 0.87024)  -0.090
P (-2.64220, -0.27519, 0.44494)  1.055
C (-4.25777, -0.68853, -0.30946)  -0.322
C (-5.34464, -0.97206, 0.51756)  -0.088
C (-6.60872, -1.15820, -0.02261)  -0.072
C (-6.80027, -1.06492, -1.39351)  -0.074
C (-5.72470, -0.77906, -2.22178)  -0.067
C (-4.45918, -0.59182, -1.68511)  -0.083
C (-2.67928, -1.16267, 2.01437)  -0.371
C (-2.89172, -2.54217, 1.95628)  -0.103
C (-2.88342, -3.29066, 3.12014)  -0.073
C (-2.65174, -2.67144, 4.34470)  -0.074
C (-2.42670, -1.30447, 4.40124)  -0.066
C (-2.43895, -0.54685, 3.23504)  -0.090
C (-2.36478, 2.44469, 0.37472)  -0.362
C (-2.72633, 3.72036, 0.83064)  -0.001
C (-2.11617, 4.82145, 0.29163)  -0.046
C (-1.16185, 4.65937, -0.71371)  -0.053
C (-0.85507, 3.38336, -1.09763)  -0.126
N (-1.41963, 2.27364, -0.57006)  0.013
H (-3.74262, 1.52540, 1.53885)  0.122
H (-5.20895, -1.06337, 1.58894)  0.105
H (-7.44234, -1.38162, 0.63045)  0.107
H (-7.78608, -1.21478, -1.81404)  0.107
H (-5.86861, -0.70322, -3.29164)  0.108
H (-3.63540, -0.35516, -2.34065)  0.085
H (-3.07349, -3.02495, 1.00239)  0.107
H (-3.05814, -4.35785, 3.07279)  0.109
H (-2.64519, -3.25772, 5.25457)  0.106
H (-2.23409, -0.82157, 5.35004)  0.111
H (-2.22582, 0.51278, 3.28319)  0.098
H (-3.48233, 3.81216, 1.59893)  0.118
H (-2.38329, 5.81054, 0.64136)  0.117
H (-0.67144, 5.49952, -1.18161)  0.109
H (-0.13887, 3.19348, -1.88233)  0.092
C (5.78675, 0.77726, -5.49697)  -0.041
C (6.22895, 0.09302, -4.21727)  -0.290
C (7.47025, 0.73791, -3.62892)  -0.142
C (7.96040, -0.06362, -2.43829)  -0.120
C (6.85074, -0.24049, -1.43574)  -0.124
C (7.12842, -0.47586, -0.11122)  0.068
C (6.09883, -0.61326, 0.81862)  -0.250
F (6.43346, -0.84202, 2.09728)  0.084
C (4.78892, -0.50336, 0.46981)  0.081
C (4.48002, -0.25255, -0.87542)  -0.034
C (3.09459, -0.05552, -1.25734)  -0.264
O (2.20648, -0.12416, -0.36186)  -0.134
C (2.83766, 0.22084, -2.61182)  -0.033
C (3.87713, 0.24204, -3.50473)  0.050
N (5.15813, 0.09023, -3.17013)  0.055
C (5.49808, -0.13734, -1.82868)  -0.054
C (1.48931, 0.59070, -3.11439)  -0.533
O (1.15326, 0.41687, -4.25791)  0.116
O (0.75338, 1.19858, -2.18269)  -0.256
H (6.65444, 0.86114, -6.15004)  0.093
H (5.41332, 1.78448, -5.30078)  0.098
H (5.02778, 0.21867, -6.04210)  0.086
H (6.45253, -0.95716, -4.43028)  0.163
H (7.22699, 1.76188, -3.32691)  0.133
H (8.23636, 0.79285, -4.40167)  0.127
H (8.80965, 0.42209, -1.95806)  0.126
H (8.30748, -1.04424, -2.77760)  0.133
H (8.15508, -0.54882, 0.22615)  0.139
H (3.99611, -0.59183, 1.19903)  0.138
H (3.65344, 0.41171, -4.54597)  0.135
N (0.13105, -4.65735, -7.15642)  0.118
C (-0.20096, -4.00946, -5.99523)  -0.308
C (-0.39148, -2.62497, -5.98083)  -0.012
C (-0.67705, -1.96721, -4.80107)  -0.048
C (-0.80082, -2.69766, -3.62573)  -0.303
C (-0.61917, -4.08249, -3.61928)  -0.052
C (-0.32344, -4.72938, -4.79508)  -0.018
S (-1.04883, -1.90733, -2.11540)  0.597
O (-1.99765, -2.69378, -1.36950)  -0.298
O (-1.35277, -0.47508, -2.32294)  -0.428
N (0.38199, -1.78192, -1.35084)  -0.224
C (0.48557, -2.41325, -0.09800)  -0.758
S (0.70124, -4.06943, 0.25569)  1.101
C (0.67948, -3.68664, 1.93298)  -0.365
C (0.51542, -2.35707, 2.11890)  -0.191
N (0.43291, -1.64072, 0.94666)  -0.028
H (0.02390, -4.17374, -8.02992)  0.099
H (0.05595, -5.65770, -7.19656)  0.099
H (-0.30717, -2.06299, -6.90292)  0.118
H (-0.80074, -0.89354, -4.78893)  0.106
H (-0.73807, -4.64824, -2.70380)  0.111
H (-0.19302, -5.80446, -4.80213)  0.116
H (0.76832, -4.45250, 2.68518)  0.075
H (0.44860, -1.84003, 3.06470)  0.115

The LUMO energy comes out at -2.612 eV. Its charge is +1. The total energy is -112224.2307 eV. The value obtained for the HOMO energy is -10.26 eV. The value obtained for the strongest force on any atom is 0.94 eV Å⁻¹. The energy above the lowest of the compared OMol25 structures with the same formula, charge and spin comes out at 7.9 kcal per mole. As for the orbital gap: 7.6 eV.

[2]
Density functional theory data (wB97M-V/def2-TZVPD) for a structure of composition C28H36CsN2O6Te.

Last column: Löwdin charge in e.
CARTESIAN COORDINATES (ANGSTROEM)
Cs (-0.21811, 0.31634, 0.06710)  0.945
C (-3.38026, 3.79695, 2.49839)  -0.038
C (-2.75045, 2.41682, 2.29911)  -0.410
O (-2.15188, 2.25367, 1.23592)  -0.109
C (-2.91983, 1.42664, 3.35296)  -0.105
C (-3.56222, 1.82828, 4.55028)  -0.081
C (-3.80493, 0.98760, 5.60210)  -0.134
C (-3.40136, -0.36054, 5.48496)  -0.119
C (-2.78459, -0.80171, 4.35602)  -0.038
C (-2.49341, 0.05070, 3.22150)  -0.411
O (-1.91764, -0.45308, 2.22182)  -0.242
H (-3.20395, 4.36734, 1.58976)  0.072
H (-2.92653, 4.32360, 3.33933)  0.078
H (-4.45234, 3.72867, 2.68756)  0.077
H (-3.87660, 2.85845, 4.65203)  0.088
H (-4.29165, 1.34890, 6.49834)  0.081
H (-3.58396, -1.05132, 6.30206)  0.091
H (-2.46897, -1.83340, 4.25246)  0.099
C (0.25234, -2.99945, -2.83487)  -0.129
O (0.83910, -1.79748, -2.41475)  -0.231
C (1.24405, -0.95358, -3.48725)  -0.185
C (0.13168, -0.02417, -3.92923)  -0.211
O (0.07048, 1.04405, -3.01351)  -0.286
C (-0.96731, 1.95446, -3.29232)  -0.109
H (0.95496, -3.60725, -3.41774)  0.095
H (-0.64728, -2.83933, -3.44555)  0.086
H (-0.00919, -3.55787, -1.93314)  0.086
H (1.59482, -1.56318, -4.32779)  0.126
H (2.07708, -0.35495, -3.11070)  0.082
H (-0.82993, -0.56051, -3.95809)  0.123
H (0.33220, 0.35822, -4.94005)  0.130
H (-0.85241, 2.38754, -4.29344)  0.091
H (-0.90579, 2.75136, -2.55334)  0.098
H (-1.94842, 1.47121, -3.22479)  0.070
C (8.32588, 2.01319, 3.26556)  -0.073
C (7.18160, 1.91420, 2.29084)  -0.298
C (7.06744, 0.84805, 1.41214)  -0.044
C (6.00557, 0.73764, 0.51756)  -0.338
C (5.96647, -0.45518, -0.39664)  -0.135
C (5.00208, 1.72356, 0.48144)  -0.588
Te (3.38355, 1.55993, -0.88505)  0.570
C (5.11342, 2.80916, 1.37005)  -0.332
C (4.10575, 3.92780, 1.41220)  -0.118
C (6.19116, 2.88413, 2.24796)  -0.045
H (8.98724, 1.14996, 3.17985)  0.064
H (7.96740, 2.05730, 4.29674)  0.071
H (8.92355, 2.91132, 3.09075)  0.070
H (7.82538, 0.06934, 1.42343)  0.101
H (6.81800, -1.11312, -0.20972)  0.062
H (5.97443, -0.14325, -1.44302)  0.050
H (5.03921, -1.01609, -0.26287)  0.048
H (3.11763, 3.57975, 1.11907)  0.000
H (4.38295, 4.72410, 0.71525)  0.078
H (4.05695, 4.35918, 2.41451)  0.066
H (6.24733, 3.72888, 2.93047)  0.109
O (-3.43456, -6.27357, -3.50485)  -0.035
C (-3.11366, -5.91091, -2.18706)  -0.247
N (-3.07051, -4.47874, -1.99323)  0.103
C (-4.21397, -3.76787, -2.13601)  -0.428
O (-5.27630, -4.32996, -2.37269)  0.056
C (-4.14632, -2.28665, -1.93160)  -0.099
C (-5.29680, -1.54776, -2.17752)  0.001
C (-5.26983, -0.18046, -1.98458)  -0.037
C (-4.08506, 0.40295, -1.55878)  -0.123
N (-2.97213, -0.28714, -1.32905)  0.032
C (-3.01402, -1.60359, -1.49796)  -0.086
H (-4.33943, -5.97178, -3.64375)  0.074
H (-2.12583, -6.31130, -1.97111)  0.128
H (-3.83789, -6.32940, -1.48507)  0.129
H (-2.18423, -4.01018, -1.94413)  0.091
H (-6.18737, -2.06657, -2.50575)  0.120
H (-6.14802, 0.42741, -2.15232)  0.106
H (-4.02117, 1.46985, -1.37398)  0.117
H (-2.09357, -2.12719, -1.25623)  0.099

The LUMO energy comes out at 1.710 eV. Its charge is -1. The total energy is -52728.7376 eV. The value obtained for the HOMO energy is -3.30 eV. The value obtained for the strongest force on any atom is 0.41 eV Å⁻¹. The energy above the lowest of the compared OMol25 structures with the same formula, charge and spin comes out at 13.2 kcal per mole. As for the orbital gap: 5.0 eV.